150
Properties=species:S:1:pos:R:3:forces:R:3:mulliken_charge:R:1 method="wB97M-V/def2-TZVPD" de_lowest_ev=4.9382 total_energy_ev=-73504.5087 spin_multiplicity=1 homo_ev=-8.723 smiles=COCCNCCOC.COCCNCCOC.COCCNCCOC.COCCNCCOC.CCO.CCO.CCO.CCO.CCO.CCO
C -32.193 15.574 1.153 0.876 0.804 1.562 -0.681
O -32.284 16.544 2.235 0.204 -0.380 -0.376 -0.309
C -33.439 17.383 2.138 0.292 -0.382 0.840 -0.553
C -33.452 18.465 3.262 0.907 -0.898 -0.009 -0.617
N -33.798 17.935 4.598 -0.247 0.344 -0.551 -0.355
C -33.525 18.940 5.630 -0.890 -0.447 0.416 -0.761
C -33.872 18.442 7.044 0.996 0.005 -0.955 -0.589
O -32.885 17.488 7.451 -0.450 0.229 0.271 -0.294
C -33.087 17.056 8.798 0.211 0.847 -0.545 -0.726
H -31.239 15.067 1.301 0.152 0.190 0.015 0.252
H -32.128 16.112 0.208 -0.523 -0.294 -0.232 0.314
H -32.921 14.769 1.256 -0.590 0.364 -0.398 0.224
H -34.280 16.702 2.272 -0.591 0.287 -0.124 0.269
H -33.444 17.801 1.132 -0.265 0.410 0.008 0.451
H -34.063 19.321 2.976 -0.383 -0.205 0.086 0.378
H -32.441 18.852 3.393 0.416 0.229 -0.695 0.354
H -33.238 17.104 4.723 0.182 -0.079 0.320 0.263
H -34.196 19.772 5.416 -0.179 0.140 0.052 0.397
H -32.532 19.389 5.639 0.497 -0.287 -0.170 0.402
H -34.874 18.016 6.997 -0.112 -0.233 0.287 0.348
H -33.847 19.300 7.715 -0.127 0.095 0.231 0.397
H -32.992 17.876 9.510 -0.016 0.510 -0.034 0.291
H -32.260 16.397 9.059 -0.534 -0.529 -0.208 0.246
H -34.114 16.705 8.897 0.171 -0.741 0.210 0.302
C -27.875 5.094 8.577 0.628 0.402 1.086 -0.777
O -27.722 3.753 8.302 -0.903 -2.113 -1.267 -0.232
C -28.560 2.866 9.046 0.331 -0.451 0.395 -0.608
C -28.601 1.425 8.454 0.946 1.166 -0.583 -0.712
N -27.248 0.937 8.151 -0.670 -0.310 0.480 -0.318
C -27.259 -0.414 7.544 1.663 1.633 0.800 -0.653
C -25.767 -0.792 7.272 -0.609 -0.237 -0.912 -0.629
O -25.211 0.091 6.296 -1.355 0.586 -0.297 -0.244
C -23.861 -0.033 5.910 -0.392 -0.488 1.169 -0.727
H -28.886 5.504 8.586 -0.385 -0.301 -0.396 0.305
H -27.250 5.635 7.867 -0.072 0.112 0.173 0.209
H -27.506 5.194 9.597 0.223 0.855 0.244 0.326
H -29.563 3.277 9.159 -0.301 0.015 -0.412 0.415
H -28.190 2.807 10.069 0.355 -0.053 0.235 0.362
H -29.185 1.456 7.534 -0.412 0.002 -0.228 0.353
H -29.096 0.736 9.139 0.004 0.146 0.200 0.360
H -26.781 1.612 7.562 0.077 -0.066 -0.205 0.254
H -27.888 -0.447 6.654 0.098 -0.236 -0.337 0.368
H -27.682 -1.054 8.319 0.115 -0.412 -0.196 0.367
H -25.765 -1.802 6.862 0.154 -0.335 -0.026 0.416
H -25.178 -0.794 8.189 -0.053 0.208 0.198 0.367
H -23.630 0.691 5.128 -0.214 -0.003 0.154 0.205
H -23.643 -1.041 5.559 0.100 -0.152 -0.144 0.282
H -23.286 0.163 6.815 0.666 0.047 -0.160 0.312
C -20.241 8.480 4.471 0.176 -0.353 0.046 -0.744
O -18.918 8.864 4.852 -0.675 0.269 -0.436 -0.299
C -18.689 10.216 4.482 1.271 0.260 -0.330 -0.424
C -17.188 10.582 4.423 -0.082 0.047 0.744 -0.874
N -16.565 10.800 5.743 0.083 -0.537 0.140 -0.332
C -16.407 9.575 6.541 0.222 -1.406 0.004 -0.494
C -15.588 9.731 7.836 -0.449 0.796 -0.389 -0.480
O -15.420 8.515 8.558 -0.196 0.188 -0.327 -0.301
C -14.719 8.707 9.765 0.161 0.097 0.579 -0.741
H -20.368 8.602 3.395 -0.176 0.378 -0.078 0.305
H -21.000 9.010 5.045 -0.045 0.389 -0.135 0.293
H -20.443 7.423 4.649 0.611 -0.084 0.307 0.255
H -19.133 10.943 5.162 -0.336 -0.150 0.553 0.319
H -19.115 10.493 3.517 -0.219 -0.521 -0.391 0.496
H -17.115 11.529 3.888 -0.137 0.173 0.006 0.363
H -16.560 9.903 3.846 -0.277 -0.386 0.089 0.351
H -17.170 11.449 6.226 0.040 0.144 0.310 0.254
H -15.942 8.811 5.918 0.528 0.201 -0.265 0.270
H -17.322 9.036 6.786 -0.557 0.443 0.252 0.278
H -16.139 10.450 8.442 -0.105 0.133 0.468 0.280
H -14.647 10.230 7.600 0.413 -0.246 -0.014 0.347
H -13.658 8.898 9.608 0.127 0.184 -0.210 0.295
H -14.776 7.860 10.449 -0.224 -0.557 -0.633 0.276
H -15.129 9.500 10.390 -0.164 0.546 -0.299 0.307
C -27.342 11.848 -5.361 0.862 0.666 -0.127 -0.775
O -26.421 11.927 -4.257 -1.231 -1.037 -0.167 -0.317
C -26.830 11.065 -3.183 1.228 0.353 0.576 -0.574
C -25.629 10.836 -2.257 -0.132 -0.938 -0.506 -0.605
N -24.464 10.400 -3.027 0.232 0.846 0.300 -0.435
C -23.246 10.620 -2.204 -0.882 -0.397 -0.548 -0.605
C -21.996 10.084 -2.908 0.647 1.391 1.386 -0.412
O -20.886 10.541 -2.078 -0.553 -0.313 -0.353 -0.286
C -19.617 10.016 -2.430 -0.753 -0.371 0.262 -0.721
H -28.276 12.378 -5.177 -0.004 0.156 0.226 0.283
H -27.602 10.847 -5.707 0.257 -0.379 0.460 0.336
H -26.809 12.319 -6.187 -0.213 0.162 -0.030 0.256
H -27.159 10.096 -3.558 -0.265 0.076 -0.160 0.387
H -27.561 11.560 -2.544 -0.595 -0.101 -0.312 0.358
H -25.848 10.000 -1.593 -0.395 0.327 0.471 0.343
H -25.420 11.751 -1.702 -0.023 0.148 0.295 0.348
H -24.491 11.133 -3.721 0.687 -0.169 -0.842 0.318
H -23.425 10.126 -1.249 0.314 -0.375 0.003 0.355
H -23.188 11.674 -1.934 0.554 0.259 -0.184 0.326
H -21.844 10.568 -3.873 -0.300 -0.239 -0.343 0.295
H -22.061 9.000 -3.002 0.223 -0.087 -0.012 0.314
H -19.477 9.999 -3.510 0.191 0.198 -0.140 0.293
H -19.565 8.990 -2.066 0.246 -0.263 -0.045 0.289
H -18.849 10.598 -1.921 -0.094 0.091 -0.186 0.228
C -26.591 4.428 3.988 -0.885 -0.287 -1.273 -0.893
C -26.879 4.408 2.456 1.350 0.549 1.206 -0.307
O -26.103 5.462 1.876 -0.309 -0.033 -0.230 -0.499
H -25.564 4.245 4.304 -0.036 -0.225 -0.427 0.325
H -27.263 3.642 4.331 0.161 0.078 0.776 0.286
H -26.879 5.399 4.390 -0.200 -0.081 0.039 0.211
H -27.948 4.554 2.301 -0.100 0.099 -0.082 0.255
H -26.578 3.465 2.001 -0.074 -0.208 0.144 0.344
H -26.050 5.286 0.934 0.071 0.171 -0.124 0.283
C -33.231 6.642 5.974 0.065 0.209 1.117 -1.058
C -32.329 6.853 4.802 -1.367 -0.911 -0.513 -0.085
O -33.012 7.743 3.928 0.410 1.095 -0.296 -0.496
H -33.318 7.591 6.502 -0.215 -0.004 0.132 0.285
H -32.785 5.925 6.663 -0.068 -0.116 0.122 0.323
H -34.232 6.309 5.698 0.125 -0.043 -0.134 0.291
H -32.246 5.884 4.310 0.692 -0.016 -0.152 0.289
H -31.371 7.237 5.152 0.077 0.146 -0.501 0.177
H -33.348 7.336 3.126 0.280 -0.324 0.211 0.277
C -23.239 14.719 4.979 -0.546 -1.183 -0.752 -1.032
C -23.951 13.362 4.683 0.725 0.185 0.055 -0.158
O -23.977 13.088 3.282 0.036 0.586 -0.107 -0.490
H -23.840 15.543 4.594 0.046 0.063 0.184 0.276
H -22.286 14.713 4.450 0.023 0.048 -0.005 0.275
H -23.032 14.826 6.044 -0.225 0.050 -0.031 0.344
H -24.968 13.317 5.073 -0.056 0.238 0.221 0.272
H -23.375 12.549 5.123 0.047 0.037 0.518 0.239
H -24.305 12.192 3.177 -0.089 -0.045 -0.108 0.271
C -36.635 12.499 2.873 -0.695 1.193 0.688 -0.956
C -35.536 12.710 3.882 0.161 -0.862 -0.427 -0.160
O -35.531 11.536 4.700 0.629 0.232 0.322 -0.518
H -36.434 11.699 2.160 0.024 0.221 -0.003 0.274
H -36.874 13.464 2.426 0.082 -0.130 -0.689 0.323
H -37.517 12.270 3.472 -0.155 -0.361 -0.219 0.283
H -35.661 13.592 4.510 -0.278 -0.115 0.026 0.284
H -34.584 12.821 3.364 0.265 0.079 0.100 0.170
H -34.909 10.936 4.282 -0.001 -0.272 0.214 0.293
C -28.846 10.911 2.906 -1.385 -0.200 -0.080 -1.072
C -28.269 9.522 3.009 -0.204 0.822 0.883 -0.060
O -26.952 9.701 2.643 2.115 -0.557 -0.985 -0.476
H -29.047 11.161 1.865 0.092 0.120 -0.006 0.261
H -28.193 11.670 3.337 0.146 -0.264 0.008 0.271
H -29.793 10.936 3.445 -0.160 0.213 -0.032 0.322
H -28.722 8.753 2.384 -0.530 0.163 0.033 0.290
H -28.259 9.213 4.055 -0.531 -0.335 0.216 0.196
H -26.625 8.833 2.397 0.507 -0.011 -0.035 0.260
C -26.156 16.553 -0.105 0.407 -0.914 -0.557 -1.002
C -24.790 16.926 -0.681 -0.236 -0.629 1.013 -0.130
O -25.012 17.747 -1.769 -0.140 1.249 -1.273 -0.515
H -26.032 15.709 0.572 -0.082 0.287 0.477 0.307
H -26.777 16.152 -0.906 -0.071 0.164 -0.163 0.280
H -26.682 17.398 0.339 0.231 -0.079 0.129 0.295
H -24.181 16.084 -1.010 -0.303 -0.551 0.239 0.247
H -24.210 17.405 0.108 0.182 0.360 0.078 0.219
H -24.287 17.673 -2.394 0.010 0.095 0.066 0.301